Entry 1:
DFT (ωB97M-V/def2-TZVPD) results for a cluster of 12 separate species, C12H48N8O12 in total in a non-equilibrium geometry.

Geometry as XYZ:
```
80
Properties=species:S:1:pos:R:3:lowdin_charge:R:1
N 6.82 12.73 22.95 0.163
C 6.84 13.56 23.96 -0.761
N 5.71 14.17 24.17 0.147
O 7.68 13.55 24.88 0.000
H 7.66 12.16 22.91 0.120
H 6.14 12.81 22.20 0.112
H 4.97 14.17 23.48 0.102
H 5.57 14.92 24.84 0.118
N 17.33 9.24 16.75 0.175
C 16.92 8.92 17.90 -0.850
N 17.56 9.52 18.83 0.166
O 16.02 8.13 18.12 0.019
H 16.86 8.69 16.04 0.131
H 18.00 9.98 16.57 0.123
H 18.13 10.32 18.61 0.113
H 17.32 9.31 19.79 0.125
N 10.12 0.54 18.60 0.153
C 9.42 1.28 19.46 -0.742
N 9.08 0.58 20.49 0.149
O 9.03 2.46 19.33 -0.008
H 10.43 0.81 17.68 0.117
H 10.52 -0.30 19.01 0.097
H 9.47 -0.35 20.54 0.108
H 8.74 1.16 21.26 0.127
N 12.95 14.30 19.37 0.153
C 14.09 14.39 18.76 -0.790
N 15.07 14.01 19.54 0.156
O 14.17 14.94 17.67 0.021
H 12.17 14.77 18.93 0.127
H 12.98 13.80 20.25 0.108
H 14.83 13.71 20.47 0.106
H 16.00 14.28 19.24 0.119
C 16.35 3.85 14.51 -0.207
O 15.13 4.40 14.80 -0.106
H 16.69 3.18 15.31 0.079
H 16.39 3.25 13.60 0.076
H 17.06 4.63 14.24 0.072
H 15.09 4.86 15.65 0.085
C 4.57 10.34 17.93 -0.180
O 4.02 9.97 19.16 -0.123
H 5.26 11.18 17.99 0.069
H 5.10 9.47 17.53 0.083
H 3.73 10.74 17.37 0.081
H 4.61 9.29 19.48 0.070
C 3.16 4.05 20.85 -0.167
O 2.12 5.01 20.85 -0.133
H 3.44 3.86 19.82 0.077
H 4.05 4.53 21.25 0.064
H 3.03 3.32 21.65 0.086
H 2.30 5.89 20.51 0.074
C 7.78 8.01 25.50 -0.156
O 8.12 6.89 26.34 -0.128
H 8.70 8.42 25.10 0.074
H 7.22 7.73 24.61 0.068
H 7.24 8.77 26.07 0.077
H 7.40 6.73 26.96 0.066
C 13.66 6.41 23.17 -0.206
O 14.96 6.67 22.77 -0.100
H 13.60 6.10 24.21 0.082
H 12.79 7.00 22.85 0.076
H 13.33 5.47 22.73 0.066
H 15.00 6.68 21.81 0.080
C 11.77 11.51 12.56 -0.161
O 11.58 11.73 13.96 -0.124
H 12.70 11.99 12.26 0.074
H 11.95 10.46 12.29 0.070
H 10.92 11.79 11.94 0.071
H 12.08 12.50 14.24 0.069
C 9.95 8.21 18.83 -0.212
O 9.05 7.64 19.69 -0.104
H 10.38 9.11 19.28 0.078
H 10.87 7.63 18.75 0.076
H 9.57 8.39 17.83 0.080
H 8.96 6.74 19.37 0.081
C 5.20 4.60 15.65 -0.230
O 4.63 4.32 14.47 -0.102
H 4.55 5.17 16.30 0.078
H 5.45 3.60 16.01 0.084
H 6.16 5.10 15.47 0.084
H 4.05 3.58 14.67 0.085
```

Output
total charge = 0
structure (SMILES) = NC(N)=O.NC(N)=O.NC(N)=O.NC(N)=O.CO.CO.CO.CO.CO.CO.CO.CO
strongest force on any atom = 6.317 eV/Å
gap between HOMO and LUMO = 0.360 Ha
LUMO energy = 0.0042 Eh

Entry 2:
DFT (ωB97M-V/def2-TZVPD) results for a cluster of 12 separate species, C12H48N8O12 in total in a non-equilibrium geometry.

Geometry as XYZ:
```
80
Properties=species:S:1:pos:R:3:lowdin_charge:R:1
N 3.99 -1.56 -0.83 0.134
C 3.78 -1.30 0.52 -0.680
N 2.87 -2.09 1.12 0.190
O 4.48 -0.52 1.11 0.040
H 3.48 -2.41 -1.18 0.100
H 4.99 -1.45 -1.12 0.132
H 2.83 -2.13 2.11 0.085
H 2.48 -2.85 0.65 0.050
N 1.66 3.53 -1.07 0.183
C 1.78 2.37 -1.73 -0.658
N 2.84 1.60 -1.42 0.226
O 0.87 2.06 -2.51 -0.030
H 2.23 3.76 -0.25 0.096
H 1.08 4.29 -1.39 0.120
H 2.65 0.67 -1.66 0.070
H 3.35 1.94 -0.65 0.057
N 0.57 -0.95 -3.22 0.198
C 0.26 -1.08 -4.53 -0.661
N 0.16 0.14 -5.17 0.140
O 0.10 -2.13 -5.14 0.001
H 0.74 -0.04 -2.93 0.023
H 0.68 -1.65 -2.53 0.076
H 0.58 1.00 -4.83 0.078
H -0.13 0.13 -6.16 0.118
N 0.16 2.69 4.10 0.169
C -1.10 2.92 4.57 -0.702
N -1.62 2.07 5.54 0.135
O -1.77 3.82 4.16 0.053
H 0.39 3.30 3.34 0.077
H 0.61 1.77 4.09 0.066
H -2.51 2.37 5.84 0.068
H -1.02 1.83 6.35 0.106
C 1.06 -4.74 -1.60 -0.081
O 1.15 -3.57 -0.71 -0.164
H 0.86 -5.58 -0.98 0.066
H 0.26 -4.67 -2.32 0.062
H 2.01 -4.86 -2.21 0.099
H 0.29 -3.15 -0.77 0.032
C 0.01 -0.31 0.45 -0.113
O -0.48 -0.04 1.72 -0.105
H -0.18 0.58 -0.22 0.097
H 1.05 -0.54 0.59 0.060
H -0.55 -1.16 0.03 0.075
H -1.08 0.65 1.71 0.033
C -2.74 1.96 -2.90 -0.109
O -1.89 2.54 -1.93 -0.152
H -2.53 0.94 -2.99 0.059
H -3.69 2.14 -2.48 0.064
H -2.64 2.49 -3.86 0.099
H -0.96 2.40 -2.22 0.049
C -3.57 2.11 0.69 -0.158
O -2.46 1.37 0.37 -0.141
H -4.23 2.37 -0.21 0.098
H -4.26 1.62 1.35 0.077
H -3.30 3.09 1.13 0.095
H -2.04 1.84 -0.33 0.018
C 1.64 -1.03 4.54 -0.149
O 1.30 -0.06 3.62 -0.171
H 2.38 -0.65 5.26 0.097
H 0.81 -1.44 5.03 0.056
H 2.02 -1.96 4.05 0.074
H 0.53 -0.23 3.05 0.038
C -2.43 -3.34 -3.23 -0.107
O -1.95 -2.93 -1.89 -0.160
H -3.12 -2.55 -3.68 0.102
H -1.60 -3.29 -3.95 0.048
H -2.93 -4.31 -3.17 0.069
H -2.56 -2.24 -1.63 0.016
C -3.93 -1.81 0.65 -0.164
O -4.09 -1.06 -0.54 -0.159
H -2.86 -1.88 0.85 0.061
H -4.38 -1.35 1.57 0.083
H -4.41 -2.82 0.63 0.096
H -3.57 -0.20 -0.63 0.086
C 2.71 2.45 2.16 -0.178
O 3.75 2.36 1.22 -0.144
H 2.94 3.13 2.97 0.077
H 1.72 2.82 1.76 0.069
H 2.47 1.41 2.58 0.089
H 4.01 1.42 1.30 0.050
```

Output
total charge = 0
structure (SMILES) = NC(N)=O.NC(N)=O.NC(N)=O.NC(N)=O.CO.CO.CO.CO.CO.CO.CO.CO
strongest force on any atom = 3.093 eV/Å
gap between HOMO and LUMO = 0.372 Ha
LUMO energy = 0.0171 Eh

Entry 3:
DFT (ωB97M-V/def2-TZVPD) results for a cluster of 12 separate species, C12H48O12 in total in a non-equilibrium geometry.

Geometry as XYZ:
```
72
Properties=species:S:1:pos:R:3:lowdin_spin:R:1
C -4.20 0.48 2.09 0.039
O -4.65 1.56 1.29 0.010
H -4.19 0.76 3.14 0.007
H -5.03 -0.22 2.01 0.009
H -3.20 0.11 1.85 0.005
H -5.33 2.03 1.78 0.003
C -0.53 0.71 0.18 0.008
O 0.83 0.55 -0.03 0.004
H -0.81 0.55 1.22 0.002
H -1.02 1.61 -0.18 0.001
H -0.96 -0.19 -0.27 0.005
H 0.97 -0.34 0.30 0.001
C -0.45 1.05 -3.42 0.007
O 0.66 0.50 -4.12 0.007
H -0.81 1.97 -3.88 0.000
H -1.39 0.50 -3.29 0.002
H -0.21 1.23 -2.38 0.001
H 0.55 -0.45 -4.09 0.004
C 3.61 -2.64 1.01 0.055
O 2.74 -3.76 0.99 0.155
H 4.11 -2.35 0.09 0.006
H 3.05 -1.82 1.46 0.004
H 4.34 -2.73 1.82 0.014
H 3.27 -4.56 1.06 0.046
C -3.60 -1.49 -2.19 0.045
O -2.93 -1.45 -3.47 0.031
H -2.91 -1.83 -1.41 0.012
H -3.82 -0.46 -1.93 0.002
H -4.52 -2.07 -2.22 0.006
H -2.43 -2.26 -3.64 0.017
C 1.24 3.97 0.76 0.005
O 1.84 3.20 -0.26 0.000
H 1.71 3.91 1.74 0.001
H 1.30 5.01 0.43 0.000
H 0.16 3.84 0.69 0.001
H 1.42 2.34 -0.25 0.000
C 4.42 1.54 1.19 0.003
O 3.48 0.61 1.07 0.005
H 5.33 1.08 1.56 0.001
H 4.75 2.06 0.29 0.000
H 4.05 2.41 1.72 0.000
H 2.69 1.12 0.89 0.001
C -3.97 2.54 -1.61 0.007
O -3.26 2.93 -2.80 0.002
H -4.25 3.32 -0.91 0.001
H -4.89 2.03 -1.89 0.002
H -3.37 1.82 -1.06 0.001
H -3.19 2.23 -3.45 0.001
C 0.70 -2.69 -1.55 0.061
O 0.12 -2.16 -2.71 0.084
H 1.54 -3.32 -1.82 0.017
H 1.20 -1.95 -0.93 0.003
H -0.07 -3.29 -1.05 0.027
H -0.08 -2.90 -3.29 0.031
C 3.54 -0.62 -2.26 0.010
O 3.30 -0.58 -3.68 0.006
H 3.02 0.13 -1.67 0.001
H 3.37 -1.63 -1.87 0.003
H 4.61 -0.55 -2.04 0.001
H 2.41 -0.24 -3.83 0.001
C 0.20 -2.55 2.89 0.077
O 0.67 -2.26 1.57 0.026
H -0.22 -3.55 2.95 0.018
H 0.89 -2.36 3.71 0.012
H -0.60 -1.87 3.18 0.008
H 1.39 -2.87 1.41 0.004
C -0.82 0.72 4.64 0.032
O -1.69 1.22 5.56 0.014
H 0.11 1.27 4.78 0.004
H -0.75 -0.35 4.81 0.008
H -1.11 0.92 3.61 0.002
H -2.35 0.54 5.69 0.011
```

Output
multiplicity = 2
total charge = -1
strongest force on any atom = 4.141 eV/Å
gap between HOMO and LUMO (alpha / beta) = 0.063 / 0.351 Ha
LUMO energy (alpha / beta) = 0.0828 / 0.0835 Eh

Entry 4:
DFT (ωB97M-V/def2-TZVPD) results for a cluster of 12 separate species, C12H48O12 in total in a non-equilibrium geometry.

Geometry as XYZ:
```
72
Properties=species:S:1:pos:R:3:lowdin_charge:R:1
C 3.35 3.66 0.42 -0.099
O 2.46 2.64 0.86 -0.178
H 4.11 3.79 1.19 0.080
H 3.95 3.43 -0.48 0.092
H 2.77 4.55 0.24 0.080
H 2.66 1.71 0.54 0.082
C 3.70 2.26 4.34 -0.170
O 2.68 2.92 3.60 -0.138
H 4.12 2.93 5.10 0.078
H 3.24 1.34 4.78 0.083
H 4.46 1.81 3.74 0.056
H 2.77 2.71 2.65 0.016
C 3.19 -0.78 1.51 -0.150
O 2.68 -0.12 0.37 -0.161
H 4.25 -0.66 1.64 0.071
H 2.63 -0.32 2.32 0.072
H 2.95 -1.90 1.57 0.105
H 2.81 -0.68 -0.45 0.080
C -2.53 -2.58 3.28 -0.163
O -2.17 -3.90 2.92 -0.118
H -1.67 -1.98 3.49 0.050
H -3.12 -2.02 2.50 0.085
H -3.04 -2.56 4.26 0.083
H -1.89 -3.98 2.01 0.019
C -0.47 -4.60 -3.78 -0.116
O -0.84 -3.91 -2.56 -0.168
H 0.04 -3.84 -4.42 0.086
H 0.37 -5.32 -3.63 0.081
H -1.34 -5.05 -4.29 0.086
H -0.69 -2.97 -2.73 0.038
C -4.34 2.52 0.59 -0.171
O -3.78 1.23 0.47 -0.142
H -5.49 2.47 0.74 0.103
H -3.95 2.94 1.49 0.053
H -4.02 3.20 -0.23 0.072
H -3.24 1.22 -0.33 0.042
C -2.28 3.24 -2.56 -0.141
O -1.84 2.28 -1.59 -0.176
H -3.31 3.12 -2.75 0.058
H -2.00 4.29 -2.33 0.090
H -1.74 3.06 -3.49 0.066
H -1.12 2.64 -1.00 0.043
C 2.91 -3.38 -1.15 -0.091
O 2.52 -2.06 -1.72 -0.180
H 3.83 -3.15 -0.58 0.079
H 2.09 -3.74 -0.52 0.073
H 3.16 -4.11 -1.92 0.074
H 1.63 -2.04 -2.15 0.034
C -2.94 -3.48 -0.62 -0.120
O -1.73 -3.56 0.13 -0.158
H -3.74 -3.03 0.03 0.100
H -2.73 -2.89 -1.52 0.081
H -3.30 -4.45 -0.99 0.083
H -1.06 -3.73 -0.53 0.054
C 0.30 -0.24 -3.44 -0.085
O 0.16 -1.31 -2.51 -0.166
H 1.33 -0.23 -3.75 0.072
H -0.20 -0.44 -4.40 0.096
H 0.14 0.71 -3.00 0.071
H -0.17 -0.94 -1.67 0.059
C -0.68 0.03 0.87 -0.155
O -0.87 -0.97 -0.07 -0.131
H -1.59 0.35 1.38 0.076
H -0.02 -0.27 1.72 0.089
H -0.23 0.92 0.43 0.067
H -1.33 -1.72 0.42 0.095
C -0.55 4.35 1.08 -0.154
O -0.12 3.51 0.05 -0.179
H -1.43 4.94 0.77 0.081
H -0.62 3.77 2.05 0.111
H 0.13 5.24 1.23 0.087
H 0.77 3.16 0.40 0.079
```

Output
total charge = 0
structure (SMILES) = CO.CO.CO.CO.CO.CO.CO.CO.CO.CO.CO.CO
strongest force on any atom = 2.569 eV/Å
gap between HOMO and LUMO = 0.374 Ha
LUMO energy = 0.0197 Eh

Entry 5:
DFT (ωB97M-V/def2-TZVPD) results for a structure of composition C12H4BBrF4IrN4OS5 in a non-equilibrium geometry.

Geometry as XYZ:
```
33
Properties=species:S:1:pos:R:3:lowdin_spin:R:1
Ir 0.89 0.64 0.09 2.354
O -2.28 -4.74 1.44 0.000
C -1.73 -3.51 1.22 0.000
C -1.17 -3.19 -0.01 0.001
C -0.61 -1.94 -0.21 0.005
N -0.57 -1.03 0.69 0.031
C -1.08 -1.32 1.90 0.007
Br -0.88 -0.02 3.28 0.017
C -1.63 -2.56 2.27 0.002
H -2.01 -5.23 0.64 0.000
H -1.25 -3.94 -0.82 0.000
H -0.17 -1.75 -1.24 0.002
H -2.16 -2.78 3.13 0.000
S 4.63 3.85 -5.38 0.088
C 3.70 3.09 -4.22 0.014
S 2.42 1.93 -4.47 0.013
C 1.96 1.71 -2.78 0.186
C 2.66 2.54 -1.85 0.132
S 2.44 2.38 -0.18 0.404
S 3.92 3.59 -2.55 -0.010
S 0.78 0.58 -2.39 0.421
F 1.82 -2.46 1.37 0.001
B 2.74 -1.66 0.70 0.011
F 2.20 -1.46 -0.61 0.062
F 3.98 -2.17 0.62 0.003
F 2.73 -0.39 1.33 0.085
N -0.77 2.17 0.23 0.115
C -1.80 2.54 0.67 0.026
C -3.09 2.87 1.11 0.013
C -3.87 1.83 1.66 0.002
N -4.45 0.93 2.13 0.007
C -3.54 4.20 1.11 0.002
N -3.82 5.30 1.12 0.005
```

Output
multiplicity = 5
total charge = -1
strongest force on any atom = 4.006 eV/Å
gap between HOMO and LUMO (alpha / beta) = 0.250 / 0.213 Ha
LUMO energy (alpha / beta) = 0.0563 / 0.0035 Eh

Entry 6:
DFT (ωB97M-V/def2-TZVPD) results for a structure of composition C12H50AlN22O14S in a non-equilibrium geometry.

Geometry as XYZ:
```
100
Properties=species:S:1:pos:R:3:lowdin_charge:R:1
C 3.20 -0.58 1.31 -0.198
S 1.83 0.37 0.64 0.496
O 1.68 -0.03 -0.78 -0.460
O 2.21 1.79 0.83 -0.491
Al -0.23 -0.19 1.66 0.160
O -0.77 -1.62 0.74 -0.318
H 4.12 0.02 1.19 0.065
H 2.99 -0.78 2.38 0.052
H 3.29 -1.53 0.74 0.053
H -1.15 1.10 1.40 -0.082
H -0.06 -0.52 3.22 -0.086
H -0.14 -1.87 0.03 -0.029
C 4.55 -3.44 -1.89 -0.699
O 5.66 -3.51 -1.37 0.006
N 3.70 -4.51 -1.92 0.144
N 4.07 -2.31 -2.45 0.170
H 2.79 -4.48 -2.35 0.088
H 4.03 -5.36 -1.50 0.103
H 4.64 -1.48 -2.40 0.106
H 3.13 -2.23 -2.81 0.098
C -0.84 -3.53 -2.17 -0.667
O 0.22 -3.56 -1.57 0.015
N -1.63 -4.63 -2.29 0.163
N -1.32 -2.40 -2.76 0.164
H -2.52 -4.62 -2.76 0.093
H -1.31 -5.48 -1.85 0.105
H -0.77 -1.56 -2.65 0.117
H -2.22 -2.33 -3.21 0.077
C -1.21 5.11 1.10 -0.701
O -2.14 5.85 0.76 -0.026
N -0.46 5.35 2.19 0.180
N -0.87 4.00 0.40 0.164
H 0.30 4.75 2.47 0.060
H -0.67 6.17 2.74 0.091
H -1.41 3.79 -0.42 0.089
H -0.13 3.37 0.67 0.065
C 0.38 -2.65 -6.59 -0.696
O 1.44 -2.96 -6.07 0.017
N -0.77 -2.47 -5.89 0.168
N 0.27 -2.44 -7.94 0.138
H -1.64 -2.21 -6.32 0.066
H -0.74 -2.60 -4.89 0.062
H 1.10 -2.55 -8.49 0.096
H -0.59 -2.15 -8.38 0.086
C -3.62 0.33 -2.49 -0.669
O -3.89 -0.84 -2.77 -0.015
N -2.66 0.64 -1.60 0.194
N -4.28 1.38 -3.06 0.157
H -2.42 1.58 -1.34 0.093
H -2.16 -0.11 -1.16 0.084
H -4.98 1.16 -3.75 0.099
H -4.07 2.33 -2.85 0.097
C 1.67 -5.74 1.69 -0.696
O 2.37 -6.74 1.70 -0.006
N 1.71 -4.82 0.70 0.178
N 0.79 -5.47 2.71 0.141
H 1.14 -3.99 0.68 0.080
H 2.34 -4.99 -0.07 0.064
H 0.74 -6.15 3.45 0.101
H 0.20 -4.66 2.76 0.091
C -4.59 -1.45 -6.78 -0.689
O -3.54 -0.83 -6.80 0.013
N -5.25 -1.78 -7.94 0.142
N -5.20 -1.86 -5.64 0.165
H -6.11 -2.29 -7.96 0.089
H -4.83 -1.48 -8.80 0.101
H -4.76 -1.63 -4.76 0.069
H -6.05 -2.39 -5.63 0.095
C 2.01 2.83 4.08 -0.667
O 1.05 3.04 3.37 0.000
N 3.16 2.32 3.55 0.170
N 2.01 3.07 5.42 0.150
H 3.99 2.13 4.09 0.096
H 3.13 2.14 2.55 0.057
H 1.17 3.44 5.82 0.101
H 2.80 2.90 6.01 0.087
C 3.37 5.85 0.54 -0.697
O 4.48 5.68 1.03 0.009
N 2.51 4.84 0.27 0.175
N 2.91 7.10 0.24 0.136
H 1.59 4.99 -0.11 0.078
H 2.79 3.90 0.50 0.071
H 3.52 7.88 0.44 0.093
H 1.99 7.27 -0.14 0.086
C -2.87 6.68 5.11 -0.697
O -1.78 7.23 5.16 0.014
N -3.53 6.46 3.95 0.164
N -3.50 6.22 6.24 0.138
H -4.42 6.00 3.89 0.096
H -3.09 6.77 3.10 0.088
H -3.02 6.36 7.11 0.098
H -4.38 5.75 6.23 0.087
C 0.76 -3.78 5.75 -0.687
O -0.23 -3.83 5.05 0.021
N 1.99 -4.19 5.32 0.156
N 0.72 -3.33 7.04 0.140
H 2.81 -4.19 5.90 0.092
H 2.05 -4.53 4.37 0.077
H -0.17 -3.01 7.38 0.100
H 1.53 -3.27 7.63 0.085
```

Output
total charge = -1
strongest force on any atom = 1.245 eV/Å
gap between HOMO and LUMO = 0.286 Ha
LUMO energy = 0.0631 Eh